Record 1
Computed, not measured: a cluster of 2 separate species, H2N2O in total, with ωB97M-V with the def2-TZVPD basis set.

Its orbital gap (spin up / spin down) is 10.193 / 10.146 eV. The LUMO energy (spin up / spin down) comes out at 0.016 / -0.012 Ha. Its largest force on an atom is 4.127 eV/A.

ORCA input file:
```
! wB97M-V def2-TZVPD RIJCOSX def2/J DEFGRID3
* xyz 0 1
N -0.00969 -0.78414 -0.12057
N -0.14643 0.41606 -0.58937
O 0.90542 0.29026 0.30547
H 0.57625 -1.51519 -0.67357
H -1.32555 1.59302 1.07803
*
```

In elementary charge units, the Löwdin charges are: -0.06, -0.04, -0.14, 0.15, 0.09

---

Record 2
Computed, not measured: a cluster of 2 separate species, H2N2O2 in total, with ωB97M-V with the def2-TZVPD basis set.

Its orbital gap (spin up / spin down) is 9.605 / 9.868 eV. The LUMO energy (spin up / spin down) comes out at -0.022 / -0.038 Ha. Its largest force on an atom is 2.477 eV/A.

ORCA input file:
```
! wB97M-V def2-TZVPD RIJCOSX def2/J DEFGRID3
* xyz 0 1
N -1.15561 -0.37500 0.25891
N 0.93977 -0.02138 -0.08713
O 1.49866 -1.06223 -0.20779
O 1.18962 1.12645 -0.13223
H -1.01664 -0.03027 -0.72371
H -1.45581 0.36243 0.89195
*
```

In elementary charge units, the Löwdin charges are: 0.09, -0.32, 0.12, 0.11, 0.01, -0.01

---

Record 3
Computed, not measured: a cluster of 2 separate species, H2N2O2S in total, with ωB97M-V with the def2-TZVPD basis set.

Its orbital gap (spin up / spin down) is 10.465 / 8.823 eV. The LUMO energy (spin up / spin down) comes out at -0.044 / -0.095 Ha. Its largest force on an atom is 2.656 eV/A.

ORCA input file:
```
! wB97M-V def2-TZVPD RIJCOSX def2/J DEFGRID3
* xyz 0 1
N -1.90227 0.98020 0.00907
N 0.06436 -0.25504 0.40071
O -4.34103 0.54673 -0.04150
O -2.89769 -1.42052 0.09762
S -3.01678 -0.02535 0.01290
H 0.13007 0.67826 0.96298
H 0.53754 -0.07716 -0.50344
*
```

In elementary charge units, the Löwdin charges are: -0.15, 0.08, -0.28, -0.27, 0.60, 0.03, -0.01

---

Record 4
Computed, not measured: a cluster of 2 separate species, H2N2O2S in total, with ωB97M-V with the def2-TZVPD basis set.

Its orbital gap is 9.949 eV. The LUMO energy comes out at -0.022 Ha. Its largest force on an atom is 5.380 eV/A.

ORCA input file:
```
! wB97M-V def2-TZVPD RIJCOSX def2/J DEFGRID3
* xyz 0 1
N 0.31458 0.33266 -0.62303
N 0.38857 -0.01984 0.81394
O 2.41130 -1.25341 -0.20076
O 2.60341 1.19811 0.07226
S 1.81097 0.02238 -0.03137
H -0.48193 -0.69822 -1.39969
H 0.03703 0.75943 1.35804
*
```

In elementary charge units, the Löwdin charges are: -0.22, -0.16, -0.28, -0.27, 0.56, 0.27, 0.09

---

Record 5
Computed, not measured: a cluster of 2 separate species, H2N2O3 in total, with ωB97M-V with the def2-TZVPD basis set.

Its orbital gap (spin up / spin down) is 8.930 / 9.283 eV. The LUMO energy (spin up / spin down) comes out at 0.032 / -0.036 Ha. Its largest force on an atom is 4.280 eV/A.

ORCA input file:
```
! wB97M-V def2-TZVPD RIJCOSX def2/J DEFGRID3
* xyz 0 3
N -0.94187 0.61446 -0.50919
N 0.95732 -0.67251 0.65488
O 1.11399 -0.36610 -0.45939
O 1.45816 -1.16944 1.54692
O -1.08628 0.31329 0.73818
H -0.95547 -0.22128 -1.09569
H -0.54584 1.50157 -0.87571
*
```

In elementary charge units, the Löwdin charges are: -0.08, -0.28, 0.08, 0.18, -0.14, 0.11, 0.13

---

Record 6
Computed, not measured: a cluster of 2 separate species, H2N2O3S in total, with ωB97M-V with the def2-TZVPD basis set.

Its orbital gap is 8.400 eV. The LUMO energy comes out at -0.066 Ha. Its largest force on an atom is 3.027 eV/A.

ORCA input file:
```
! wB97M-V def2-TZVPD RIJCOSX def2/J DEFGRID3
* xyz 0 1
N 0.72960 -0.75421 -0.19730
N -2.48853 -0.66208 -0.26841
O -1.83764 0.00695 -0.98116
O -1.79766 -1.33944 0.64033
O 3.04837 0.26805 -0.60784
S 2.27062 -0.74511 0.11080
H -0.83091 -1.07044 0.27664
H 0.47380 -0.28458 -1.09487
*
```

In elementary charge units, the Löwdin charges are: -0.31, -0.15, -0.03, -0.03, -0.49, 0.93, 0.05, 0.04

---

Record 7
Computed, not measured: a cluster of 2 separate species, H2N2O3S in total, with ωB97M-V with the def2-TZVPD basis set.

Its orbital gap (spin up / spin down) is 6.173 / 6.173 eV. The LUMO energy (spin up / spin down) comes out at -0.094 / -0.094 Ha. Its largest force on an atom is 4.589 eV/A.

ORCA input file:
```
! wB97M-V def2-TZVPD RIJCOSX def2/J DEFGRID3
* xyz 0 1
N -1.21825 0.34182 -1.70427
N -2.33020 -2.66797 1.32969
O -2.15299 -1.41731 -0.12702
O -1.80140 -2.43010 2.30523
O -0.50562 0.40937 0.58990
S -1.79082 0.06654 -0.08764
H -1.64988 0.43625 -2.63256
H -0.17434 0.50476 -1.59133
*
```

In elementary charge units, the Löwdin charges are: -0.21, 0.24, -0.52, 0.20, -0.52, 0.70, 0.05, 0.06

---

Record 8
Computed, not measured: a cluster of 2 separate species, H2N2O3Si in total, with ωB97M-V with the def2-TZVPD basis set.

Its orbital gap is 9.557 eV. The LUMO energy comes out at -0.030 Ha. Its largest force on an atom is 1.908 eV/A. The SMILES is [O-][N+]1=NO1.O=[SiH2].

ORCA input file:
```
! wB97M-V def2-TZVPD RIJCOSX def2/J DEFGRID3
* xyz 0 1
O -1.58820 -0.43198 1.55054
N -1.43166 -0.44250 0.40097
N -0.96879 -0.55207 -0.68891
O -2.48742 -0.39325 -0.74162
O 0.98579 -0.80391 0.48348
Si 1.62596 0.41484 -0.13849
H 1.76242 1.62453 0.60330
H 2.10190 0.58433 -1.46926
*
```

In elementary charge units, the Löwdin charges are: 0.18, -0.34, 0.12, -0.05, -0.43, 0.67, -0.08, -0.08

---

Record 9
Computed, not measured: a cluster of 2 separate species, H2N2O3Si in total, with ωB97M-V with the def2-TZVPD basis set.

Its orbital gap is 8.634 eV. The LUMO energy comes out at -0.034 Ha. Its largest force on an atom is 3.946 eV/A. The SMILES is [O-][N+]1=NO1.O=[SiH2].

ORCA input file:
```
! wB97M-V def2-TZVPD RIJCOSX def2/J DEFGRID3
* xyz 0 1
O 2.64132 2.47519 -2.45558
N 1.82926 1.65075 -2.67028
N 0.77879 1.09700 -2.62841
O 1.66477 0.48227 -3.54306
O 1.32527 -0.59429 -1.26928
Si 0.40311 -0.38452 -0.07432
H 0.15937 0.96821 0.40913
H -0.62491 -1.22125 0.41040
*
```

In elementary charge units, the Löwdin charges are: 0.14, -0.31, 0.10, -0.01, -0.43, 0.68, -0.07, -0.10

---

Record 10
Computed, not measured: a structure of composition H2N2O4P, with ωB97M-V with the def2-TZVPD basis set.

Its orbital gap is 7.812 eV. The LUMO energy comes out at 0.131 Ha. Its largest force on an atom is 6.851 eV/A.

ORCA input file:
```
! wB97M-V def2-TZVPD RIJCOSX def2/J DEFGRID3
* xyz -1 1
N -0.03608 -0.02993 0.22969
N 2.46148 -0.67911 -0.13901
O 1.79957 1.39853 1.44153
O 1.96966 -1.61653 -0.75135
O 3.63926 -0.58711 0.14953
O 1.69182 1.80642 -1.74231
P 1.46395 0.72803 0.18660
H -0.19709 -0.47732 -0.66077
H -0.73199 0.67210 0.42658
*
```

In elementary charge units, the Löwdin charges are: -0.11, -0.50, -0.37, -0.02, 0.01, -0.70, 0.60, 0.03, 0.04

---

Record 11
Computed, not measured: an isolated molecule of H2N2O4S, with ωB97M-V with the def2-TZVPD basis set.

Its orbital gap (spin up / spin down) is 9.382 / 9.225 eV. The LUMO energy (spin up / spin down) comes out at -0.062 / -0.065 Ha. Its largest force on an atom is 8.141 eV/A. The SMILES is NS(=O)(=O)[N+](=O)[O-].

ORCA input file:
```
! wB97M-V def2-TZVPD RIJCOSX def2/J DEFGRID3
* xyz 0 1
N 1.40138 -0.26361 0.14493
S -0.14865 -0.75954 0.07432
O -0.34979 -1.50397 -1.10544
O -0.57523 -1.18938 1.35157
N -0.94720 0.85444 -0.16844
O -2.46735 0.66588 -0.42458
O -0.42856 1.91445 -0.07106
H 1.83637 -0.02396 -0.72784
H 1.67904 0.30568 0.92654
*
```

In elementary charge units, the Löwdin charges are: -0.04, 0.61, -0.22, -0.22, -0.30, -0.11, 0.10, 0.09, 0.09

---

Record 12
Computed, not measured: a cluster of 3 separate species, H2N2P in total, with ωB97M-V with the def2-TZVPD basis set.

Its orbital gap (spin up / spin down) is 6.910 / 6.743 eV. The LUMO energy (spin up / spin down) comes out at -0.332 / -0.331 Ha. Its largest force on an atom is 3.784 eV/A.

ORCA input file:
```
! wB97M-V def2-TZVPD RIJCOSX def2/J DEFGRID3
* xyz 1 1
N -1.17000 -1.04548 1.36281
N -0.40394 -0.86170 0.57312
P 0.76103 -1.05425 -0.51359
H 0.29599 1.92418 -0.88839
H 0.51692 1.03725 -0.53395
*
```

In elementary charge units, the Löwdin charges are: 0.32, -0.45, 1.04, 0.17, -0.08